{"formula": "C27H35FN7O4PtS2", "method": "wB97M-V/def2-TZVPD", "e_lumo_ev": [-7.733, -9.782], "s2": 6.048, "charge": 3, "homo_energy_ev": [-14.23, -15.32], "spin_multiplicity": 5, "gap_ev": [6.49, 5.54], "e_above_lowest_kj_mol": 0.0, "species": ["Pt", "N", "C", "S", "N", "N", "C", "C", "C", "C", "C", "C", "N", "H", "H", "H", "H", "H", "H", "H", "C", "C", "N", "C", "C", "C", "O", "O", "C", "O", "C", "C", "C", "F", "C", "C", "C", "N", "C", "C", "N", "C", "C", "H", "H", "H", "H", "H", "H", "H", "H", "H", "H", "H", "H", "H", "H", "H", "H", "H", "H", "C", "C", "S", "O", "C", "C", "H", "H", "H", "H", "H", "H", "H", "H", "H", "H"], "coordinates": [[-1.554, -2.666, 0.209], [-3.127, -2.310, 4.339], [-2.732, -2.396, 3.084], [-1.124, -2.661, 2.648], [-3.832, -2.245, 2.211], [-3.536, -2.376, 0.960], [-4.520, -2.282, 0.083], [-4.226, -2.468, -1.311], [-5.247, -2.405, -2.255], [-4.940, -2.618, -3.593], [-3.629, -2.885, -3.935], [-2.656, -2.930, -2.929], [-2.939, -2.729, -1.659], [-2.474, -2.414, 5.100], [-4.108, -2.178, 4.542], [-5.527, -2.085, 0.435], [-6.261, -2.198, -1.938], [-5.713, -2.577, -4.347], [-3.341, -3.061, -4.962], [-1.619, -3.129, -3.168], [4.298, 2.271, 1.234], [3.825, 1.977, -0.180], [2.486, 1.353, -0.204], [2.398, 0.031, -0.333], [1.233, -0.701, -0.348], [1.445, -2.171, -0.600], [2.568, -2.621, -0.718], [0.383, -2.925, -0.689], [-0.009, -0.018, -0.202], [-1.168, -0.521, -0.216], [0.094, 1.434, -0.059], [-1.072, 2.198, 0.074], [-1.010, 3.555, 0.167], [-2.170, 4.233, 0.246], [0.212, 4.262, 0.154], [1.365, 3.497, 0.055], [1.323, 2.103, -0.069], [0.301, 5.658, 0.246], [1.224, 6.387, -0.612], [1.982, 7.408, 0.232], [1.044, 7.944, 1.295], [-0.381, 7.932, 0.820], [-0.843, 6.484, 0.644], [5.282, 2.738, 1.203], [4.381, 1.350, 1.810], [3.616, 2.938, 1.762], [4.500, 1.284, -0.675], [3.794, 2.871, -0.801], [3.330, -0.505, -0.457], [-2.035, 1.709, 0.068], [2.321, 3.996, 0.101], [0.683, 6.882, -1.425], [1.937, 5.717, -1.084], [2.336, 8.250, -0.359], [2.823, 6.959, 0.756], [1.320, 8.890, 1.562], [1.120, 7.367, 2.133], [-0.396, 8.493, -0.112], [-0.998, 8.456, 1.546], [-1.655, 6.486, -0.086], [-1.244, 6.105, 1.584], [2.272, -6.642, -2.183], [1.002, -6.794, -1.361], [0.615, -5.270, -0.458], [-0.814, -5.211, -0.126], [1.666, -5.268, 0.995], [1.190, -6.278, 2.031], [2.457, -7.581, -2.701], [3.140, -6.433, -1.559], [2.177, -5.853, -2.927], [1.080, -7.567, -0.594], [0.107, -6.970, -1.957], [1.651, -4.240, 1.350], [2.664, -5.467, 0.600], [0.153, -6.099, 2.310], [1.809, -6.165, 2.920], [1.295, -7.305, 1.685]], "atomic_forces_ev_per_a": [[0.152, 0.186, -0.047], [-0.025, 0.004, 0.065], [-0.045, -0.027, -0.176], [-0.128, 0.071, -0.048], [0.016, -0.007, 0.167], [0.087, -0.069, -0.081], [0.003, 0.018, 0.098], [-0.006, -0.043, -0.085], [-0.029, 0.007, 0.044], [0.026, -0.006, -0.030], [-0.013, 0.000, 0.027], [0.023, 0.024, -0.031], [-0.025, 0.020, 0.100], [0.004, 0.002, -0.003], [0.010, 0.003, 0.015], [-0.006, 0.000, -0.031], [0.002, 0.001, -0.007], [0.001, -0.003, 0.000], [-0.006, 0.003, -0.003], [0.006, 0.003, 0.018], [-0.017, -0.002, -0.004], [0.008, 0.021, 0.014], [0.009, -0.023, -0.014], [0.056, 0.045, -0.020], [-0.042, -0.114, -0.031], [-0.002, 0.124, 0.120], [0.004, -0.066, 0.039], [-0.021, -0.005, -0.149], [0.012, 0.087, -0.137], [0.064, -0.094, 0.193], [-0.053, 0.010, 0.007], [-0.001, -0.004, -0.015], [-0.017, -0.002, -0.005], [0.012, 0.019, 0.005], [-0.014, -0.021, -0.018], [0.051, 0.019, 0.018], [-0.014, -0.045, 0.008], [0.008, 0.035, 0.033], [-0.015, -0.017, -0.034], [0.002, -0.021, 0.014], [0.000, 0.020, -0.012], [-0.004, -0.004, -0.014], [0.009, -0.026, 0.015], [0.000, -0.002, -0.004], [0.002, 0.003, 0.000], [0.004, -0.001, 0.002], [-0.005, -0.014, 0.005], [-0.004, -0.005, -0.005], [0.007, -0.002, 0.009], [0.000, 0.005, 0.002], [-0.011, 0.005, -0.003], [0.002, 0.002, -0.005], [-0.001, -0.004, 0.014], [-0.018, 0.010, -0.002], [0.015, 0.022, 0.000], [0.010, -0.008, 0.010], [-0.012, -0.015, -0.008], [-0.003, 0.006, 0.002], [0.014, 0.003, 0.016], [0.006, 0.007, -0.019], [-0.013, -0.008, -0.001], [0.008, 0.014, 0.002], [-0.008, 0.033, 0.082], [-0.013, 0.083, -0.089], [0.005, -0.296, 0.055], [-0.021, 0.005, -0.057], [0.004, 0.013, 0.022], [0.004, -0.004, 0.004], [-0.001, -0.004, -0.013], [0.001, -0.001, 0.001], [-0.052, -0.024, -0.017], [0.015, 0.008, -0.028], [-0.030, 0.032, 0.011], [0.008, 0.013, 0.021], [0.004, 0.007, -0.004], [0.010, -0.004, -0.008], [-0.009, -0.003, 0.000]]}

{"formula": "C45H46MoN11O8P2S", "method": "wB97M-V/def2-TZVPD", "e_lumo_ev": [-4.183, -4.172], "charge": 1, "homo_energy_ev": [-8.64, -8.64], "gap_ev": [4.46, 4.47], "species": ["Mo", "C", "C", "C", "C", "C", "N", "C", "N", "C", "C", "C", "C", "C", "C", "C", "C", "N", "C", "N", "C", "N", "C", "N", "C", "N", "C", "C", "C", "C", "C", "C", "C", "C", "C", "C", "C", "C", "N", "C", "C", "H", "H", "H", "H", "H", "H", "H", "H", "H", "H", "H", "H", "H", "H", "H", "H", "C", "C", "O", "P", "O", "O", "O", "P", "O", "O", "O", "H", "H", "H", "H", "H", "H", "H", "O", "C", "C", "C", "C", "C", "C", "N", "H", "H", "H", "H", "H", "H", "H", "H", "H", "H", "H", "C", "C", "N", "C", "S", "N", "C", "C", "H", "H", "H", "H", "H", "H", "H", "H", "H", "H", "H", "H"], "coordinates": [[-0.174, 0.214, 0.411], [-3.484, 4.883, 3.668], [-4.116, 5.093, 2.436], [-3.867, 4.273, 1.352], [-2.956, 3.237, 1.527], [-2.411, 2.263, 0.620], [-1.495, 1.470, 1.272], [-1.388, 1.951, 2.566], [-0.510, 1.567, 3.474], [0.310, 0.573, 3.308], [1.276, 0.120, 4.284], [1.724, 0.674, 5.475], [2.632, -0.058, 6.219], [3.092, -1.305, 5.782], [2.644, -1.866, 4.599], [1.720, -1.143, 3.858], [0.986, -1.449, 2.647], [0.878, -2.628, 2.098], [0.007, -2.855, 1.126], [-0.658, -1.928, 0.361], [-1.366, -2.627, -0.586], [-1.945, -2.148, -1.672], [-1.964, -0.870, -1.909], [-1.559, 0.114, -1.023], [-2.163, 1.299, -1.458], [-2.630, 2.234, -0.681], [-2.640, 1.115, -2.815], [-3.204, 1.991, -3.730], [-3.715, 1.455, -4.898], [-3.685, 0.078, -5.137], [-3.114, -0.798, -4.231], [-2.573, -0.261, -3.071], [-1.278, -4.043, -0.324], [-1.919, -5.137, -0.885], [-1.620, -6.387, -0.374], [-0.688, -6.539, 0.660], [-0.048, -5.450, 1.222], [-0.372, -4.191, 0.731], [0.257, -0.350, 2.271], [-2.317, 3.031, 2.760], [-2.581, 3.852, 3.848], [-3.710, 5.549, 4.490], [-4.803, 5.922, 2.334], [-4.350, 4.427, 0.396], [1.362, 1.639, 5.803], [2.992, 0.336, 7.160], [3.800, -1.846, 6.396], [2.989, -2.836, 4.268], [-3.240, 3.052, -3.527], [-4.170, 2.107, -5.632], [-4.131, -0.302, -6.046], [-3.097, -1.863, -4.411], [-2.650, -4.991, -1.668], [-2.117, -7.265, -0.765], [-0.480, -7.532, 1.036], [0.660, -5.566, 2.031], [-2.079, 3.691, 4.792], [3.494, 4.349, 0.882], [2.470, 3.947, -0.164], [2.269, 4.987, -1.102], [3.003, 2.497, -1.164], [4.132, 3.096, -2.134], [3.916, 1.545, -0.265], [1.944, 1.815, -1.940], [0.897, 3.407, 0.688], [-0.123, 3.694, -0.537], [0.507, 4.143, 1.893], [1.065, 1.867, 0.822], [4.485, 4.494, 0.448], [3.531, 3.599, 1.674], [3.171, 5.291, 1.323], [1.393, 4.873, -1.498], [3.811, 3.833, -2.675], [4.469, 2.037, 0.358], [-0.744, 4.395, -0.287], [1.511, -0.804, -0.292], [2.549, -1.285, -0.821], [3.440, -2.203, -0.029], [3.610, -3.590, -0.676], [4.687, -3.628, -1.761], [4.290, -2.841, -3.005], [4.127, -1.347, -2.728], [2.873, -1.007, -2.065], [3.007, -2.307, 0.963], [4.420, -1.723, 0.074], [2.654, -3.909, -1.099], [3.868, -4.302, 0.109], [4.856, -4.668, -2.049], [5.629, -3.240, -1.360], [3.341, -3.219, -3.386], [5.045, -2.974, -3.783], [4.144, -0.792, -3.664], [4.959, -0.987, -2.114], [2.223, -0.395, -2.545], [-1.910, -2.380, -7.723], [-0.621, -2.882, -7.088], [-0.573, -2.604, -5.654], [-0.206, -3.450, -4.671], [0.592, -2.868, -3.311], [-0.452, -4.766, -4.799], [-1.517, -5.396, -5.575], [-2.283, -6.389, -4.714], [-1.897, -2.576, -8.795], [-2.010, -1.305, -7.571], [-2.781, -2.874, -7.291], [0.228, -2.383, -7.563], [-0.505, -3.952, -7.247], [-0.390, -1.641, -5.419], [-0.096, -5.309, -4.028], [-1.095, -5.921, -6.437], [-2.190, -4.620, -5.941], [-1.623, -7.182, -4.359], [-3.088, -6.842, -5.291], [-2.715, -5.883, -3.852]], "atomic_forces_ev_per_a": [[1.662, -0.730, 0.267], [0.064, -0.093, 0.115], [-0.017, -0.011, -0.165], [-0.053, 0.028, -0.067], [0.080, -0.066, 0.376], [0.241, -0.127, -0.484], [-0.622, 0.522, 0.280], [0.336, -0.339, 0.427], [-0.383, 0.677, -0.115], [-0.088, -0.712, -0.139], [0.106, -0.323, -0.167], [-0.004, 0.067, 0.096], [-0.095, 0.183, -0.027], [0.018, -0.169, -0.091], [0.008, -0.101, 0.128], [-0.115, 0.293, -0.010], [-0.035, 0.185, -0.115], [-0.239, -0.383, -0.104], [0.273, 0.272, 0.300], [-0.172, 0.401, -0.233], [-0.112, 0.252, -0.215], [0.021, -0.372, 0.354], [0.150, 0.122, 0.161], [-1.161, 0.428, -0.634], [-0.323, -0.565, 0.052], [0.011, 0.600, 0.362], [0.165, -0.332, -0.039], [-0.076, 0.138, -0.062], [-0.001, 0.202, 0.137], [0.062, -0.201, 0.019], [-0.089, -0.096, -0.149], [0.059, 0.411, 0.241], [0.179, -0.165, 0.371], [-0.062, 0.058, -0.074], [-0.026, 0.035, -0.064], [0.092, -0.022, 0.040], [0.020, 0.033, 0.129], [-0.231, -0.149, -0.419], [-0.363, 0.251, 1.176], [-0.240, 0.087, -0.398], [0.046, 0.028, 0.116], [0.022, -0.007, 0.016], [-0.032, -0.019, -0.002], [-0.014, 0.026, 0.014], [0.010, 0.004, 0.019], [0.017, 0.014, -0.009], [0.028, 0.001, -0.024], [-0.020, -0.016, 0.011], [-0.053, 0.002, -0.005], [0.017, 0.015, -0.004], [0.030, -0.044, -0.016], [0.034, -0.026, 0.013], [0.006, -0.059, -0.051], [-0.005, 0.012, -0.025], [0.020, -0.001, -0.010], [-0.005, 0.004, 0.009], [0.005, 0.030, 0.009], [-0.004, 0.192, -0.116], [-0.396, -1.036, 0.317], [-0.018, 0.254, 0.037], [0.414, -0.069, -1.120], [0.005, 0.281, 0.178], [-0.295, -0.079, 0.134], [0.158, 0.054, 0.581], [0.292, -0.007, -0.576], [-0.100, 0.022, 0.017], [0.111, 0.203, 0.174], [-0.317, -0.549, -0.939], [0.002, -0.016, -0.036], [0.053, 0.054, 0.054], [0.018, -0.033, 0.088], [-0.003, -0.059, 0.054], [0.020, -0.117, 0.129], [0.016, -0.118, -0.113], [-0.015, -0.161, 0.023], [0.609, 0.499, -0.189], [0.385, 0.177, -0.034], [-0.076, -0.131, -0.046], [0.184, 0.102, 0.034], [-0.289, -0.098, -0.138], [0.054, 0.094, 0.183], [0.144, -0.256, -0.071], [-0.332, 0.240, 0.251], [0.026, 0.100, -0.039], [-0.019, 0.046, 0.028], [-0.042, -0.075, 0.017], [-0.020, 0.038, 0.028], [0.074, 0.000, 0.043], [0.017, -0.048, 0.017], [0.007, -0.039, -0.138], [0.002, 0.052, 0.013], [-0.059, 0.065, 0.052], [-0.016, 0.074, -0.072], [0.093, 0.121, 0.017], [0.132, -0.098, 0.036], [-0.164, 0.002, -0.093], [-0.206, 0.011, -0.139], [0.307, -0.028, 0.049], [0.212, 0.085, -0.029], [-0.174, -0.101, -0.080], [-0.025, -0.131, -0.018], [0.068, 0.160, -0.038], [-0.034, 0.038, -0.013], [-0.057, 0.028, -0.014], [-0.024, 0.023, 0.000], [0.051, -0.100, 0.030], [0.098, 0.088, -0.024], [0.036, -0.008, 0.087], [0.026, 0.050, 0.048], [-0.047, 0.083, -0.048], [0.033, -0.035, 0.024], [-0.025, -0.030, 0.007], [0.014, -0.050, 0.009], [-0.051, -0.020, 0.043]]}

{"formula": "C5H13N2", "method": "wB97M-V/def2-TZVPD", "e_lumo_ev": -3.631, "charge": 1, "homo_energy_ev": -13.26, "gap_ev": 9.63, "e_above_lowest_kj_mol": 309.1, "species": ["C", "C", "C", "C", "C", "N", "N", "H", "H", "H", "H", "H", "H", "H", "H", "H", "H", "H", "H", "H"], "coordinates": [[1.701, 0.344, -0.070], [-2.250, -0.443, 0.036], [1.277, 0.515, 1.179], [2.658, -0.698, -0.544], [-2.285, -1.181, -1.266], [0.233, 1.440, 1.489], [-1.682, 0.710, 0.147], [1.122, 0.961, -0.808], [-2.789, -0.879, 0.810], [1.684, 0.067, 2.148], [3.138, -1.196, 0.255], [3.329, -0.040, -1.211], [2.042, -1.425, -1.183], [-1.682, -0.718, -2.155], [-3.330, -1.331, -1.397], [-1.816, -2.235, -1.176], [0.396, 2.350, 0.950], [0.263, 1.601, 2.530], [-0.885, 1.174, 0.947], [-1.127, 0.985, -0.680]], "atomic_forces_ev_per_a": [[-1.633, -0.143, 0.771], [1.840, 1.548, -2.776], [1.290, -0.845, 1.187], [-1.050, 1.811, -2.842], [2.582, -0.918, -0.487], [0.499, 2.718, 0.561], [0.126, -0.890, -0.807], [0.920, -0.594, 0.278], [-0.715, -0.472, 1.731], [-0.349, 0.164, -1.888], [0.720, -0.451, 0.631], [-0.337, -1.850, 0.800], [1.246, 0.892, 0.725], [-1.571, -0.408, 1.729], [-0.910, -0.254, -1.009], [-0.867, 1.533, 0.271], [-0.028, -1.168, 1.478], [-0.454, 0.325, -1.580], [-0.351, -0.549, 1.395], [-0.958, -0.452, -0.168]]}

Record-wise largest force on an atom values, in eV Å⁻¹: 0.30, 1.83, 3.67
Record-wise DFT total energy values, in a.u.: -2748.703543, -4095.951556, -307.503862